[1]
5 unconnected molecules or ions with the total composition CH14N2O4, computed with ωB97M-V with the def2-TZVPD basis set.

E_LUMO (spin up / spin down), eV: 3.64 / 3.42
Gap between HOMO and LUMO (spin up / spin down), eV: 2.8637 / 9.5026
Relative energy (zero: lowest compared OMol25 entry of this formula, charge and spin), eV: 0.0676
DFT total energy, a.u.: -456.93616
2S+1: 2
Net charge: -1

The geometry in XYZ format:
```
21
Properties=species:S:1:pos:R:3:forces:R:3:nbo_charge:R:1
H -1.309877 0.392704 3.002718 -0.427 -0.149 -0.035 0.451
H -2.406164 -0.524057 0.160478 -0.238 0.023 -0.737 0.458
H -1.032767 -1.409219 -2.905849 -0.373 0.165 0.412 0.393
N 2.661303 0.408192 -0.221607 0.163 -0.532 1.826 -0.885
H 0.700104 2.286174 0.248740 0.056 0.232 0.242 0.345
H 1.625934 -0.229818 1.468347 -0.351 -0.150 -0.182 0.194
H 0.377632 -3.240339 -0.677264 0.268 -0.073 0.204 0.327
C 1.763625 0.685506 0.900644 0.795 0.834 -0.380 -0.090
H -3.034871 0.802503 0.072929 -0.055 -0.093 -0.511 0.471
O -0.950742 -0.506175 -2.557634 1.241 0.236 -0.715 -1.107
H 0.236186 0.918777 -0.389780 -0.377 -0.316 0.230 0.379
O -1.729121 0.649876 2.169100 0.470 0.089 0.428 -1.033
H 2.555871 1.075186 -0.949962 -0.139 0.053 -0.768 0.352
N 0.500234 1.327814 0.509323 -0.016 -0.362 -0.430 -0.889
O 0.696688 -2.377954 -0.343732 -0.650 0.231 -0.414 -1.268
H 2.577400 -0.564766 -0.471982 -0.199 0.079 -0.724 0.393
O -2.863686 0.039335 -0.511485 0.253 0.027 1.310 -1.040
H -1.687951 -0.267278 -1.997782 -0.785 -0.311 0.364 0.489
H 2.253982 1.392044 1.578110 -0.021 -0.018 0.106 0.144
H -0.935939 0.949683 1.670592 -0.108 0.070 -0.451 0.495
H 0.002152 -1.808178 -0.753908 0.495 -0.034 0.227 0.422
```
Positions in Å, forces in eV/Å.

[2]
A single C5H12N4 molecule, computed with ωB97M-V with the def2-TZVPD basis set.

E_LUMO, eV: 0.80
Gap between HOMO and LUMO, eV: 9.2342
Relative energy (zero: lowest compared OMol25 entry of this formula, charge and spin), eV: 2.4227
DFT total energy, a.u.: -416.65641
SMILES: [H]/N=C(/NC(=C)C)N(C)N
Net charge: 0

The geometry in XYZ format:
```
21
Properties=species:S:1:pos:R:3:forces:R:3:nbo_charge:R:1
H -0.016834 -1.429349 2.740950 -1.434 0.744 -0.172 0.355
H 2.216703 -2.412295 0.954151 -0.210 1.025 1.300 0.366
H -3.128362 1.516515 -0.889927 -0.519 -0.636 0.397 0.216
H 2.569411 -0.143845 -0.640386 -0.531 0.500 0.555 0.201
H -2.375090 1.416043 -2.424425 -0.048 0.089 -1.010 0.221
C -2.174566 1.526107 -1.391273 0.427 1.283 1.459 -0.637
H -0.853638 -0.018388 -2.949763 0.337 -0.593 1.899 0.202
C -1.214546 0.452890 -0.935622 -0.669 1.395 0.394 0.173
H 2.635282 -1.144767 2.013469 -0.006 -0.441 -0.006 0.346
N -0.992680 0.408770 0.435546 0.450 0.025 -0.161 -0.637
N 1.854974 -1.685881 1.629377 -0.152 0.265 -1.929 -0.643
H -0.099028 -1.234752 -1.680276 -0.173 1.169 0.092 0.215
H 2.630215 0.687032 1.058850 -1.539 -0.198 -2.441 0.157
H -1.844997 0.469998 0.952506 -0.477 0.406 0.393 0.410
H 1.233642 1.082820 -0.289793 0.900 -0.853 0.692 0.245
H -1.860725 2.569684 -1.138712 0.341 -0.763 -0.436 0.217
C 1.902554 0.289514 0.147914 1.881 0.482 1.617 -0.416
N 1.141564 -0.765638 0.780401 -2.100 0.028 0.000 -0.328
C -0.647056 -0.279316 -1.848407 0.866 -2.050 -3.328 -0.496
C -0.193449 -0.450118 1.201291 -0.040 -0.670 0.792 0.567
N -0.783376 -0.855025 2.274130 2.695 -1.208 -0.108 -0.735
```
Positions in Å, forces in eV/Å.

[3]
A single C5H10S molecule, computed with ωB97M-V with the def2-TZVPD basis set.

E_LUMO, eV: 0.98
Gap between HOMO and LUMO, eV: 9.5231
Relative energy (zero: lowest compared OMol25 entry of this formula, charge and spin), eV: 0.8534
DFT total energy, a.u.: -594.66372
SMILES: CC[C@]1(C)CS1
Net charge: 0

The geometry in XYZ format:
```
16
Properties=species:S:1:pos:R:3:forces:R:3:nbo_charge:R:1
H -2.032591 0.266393 1.634405 0.159 0.402 0.896 0.227
H 2.610616 -1.178214 -0.488657 -0.408 0.156 0.397 0.218
C 0.488653 -0.757327 -0.707442 -1.906 -1.566 0.971 -0.430
H 1.717412 -1.000465 1.079865 0.030 -0.293 -0.278 0.207
C 1.798421 -0.648461 0.043702 0.063 -1.116 0.276 -0.609
H -1.209644 2.169559 0.348598 0.353 0.068 -0.350 0.224
C -0.441945 1.646894 -0.236174 0.552 -1.257 -0.231 -0.634
S -2.426683 -0.553854 -0.524245 0.984 0.506 -0.820 0.033
H 0.596425 1.868641 0.136339 -1.077 0.054 -0.143 0.211
C -0.644221 0.107307 -0.101081 -1.305 0.129 -0.187 0.005
H 2.080364 0.365129 0.146300 0.477 1.211 -0.139 0.200
C -1.536176 -0.437435 1.012642 1.757 -1.358 -0.591 -0.533
H -1.240657 -1.441328 1.440640 -0.368 1.385 -0.237 0.226
H 0.045184 -1.820459 -0.727222 0.995 1.360 0.104 0.219
H -0.457075 1.918023 -1.320427 -0.181 -0.044 0.931 0.223
H 0.651918 -0.504403 -1.737238 -0.127 0.362 -0.598 0.213
```
Positions in Å, forces in eV/Å.

[4]
A single C4H3F molecule, computed with ωB97M-V with the def2-TZVPD basis set.

E_LUMO, eV: 0.99
Gap between HOMO and LUMO, eV: 10.0843
Relative energy (zero: lowest compared OMol25 entry of this formula, charge and spin), eV: 0.5659
DFT total energy, a.u.: -253.96581
SMILES: C#C/C=C\F
Net charge: 0

The geometry in XYZ format:
```
8
Properties=species:S:1:pos:R:3:forces:R:3:nbo_charge:R:1
C 1.313982 0.115030 -0.012385 2.187 2.267 1.153 0.318
C -1.802222 -0.763273 0.007026 0.694 0.821 -0.480 -0.193
H 2.201966 0.589198 0.395195 0.185 0.217 -0.534 0.156
C 0.187752 0.803778 -0.129133 0.893 -0.472 -0.305 -0.399
C -0.930940 0.028287 -0.198338 -2.362 -1.444 -0.036 -0.052
F 1.554188 -1.173833 -0.130260 -1.024 -0.630 -0.225 -0.302
H -2.542800 -1.456435 0.121042 -1.439 -1.228 0.204 0.220
H 0.018071 1.857250 -0.053145 0.865 0.468 0.223 0.252
```
Positions in Å, forces in eV/Å.